1.
16
Properties=species:S:1:pos:R:3:forces:R:3 method="wB97M-V/def2-TZVPD" e_above_lowest_ev=1.055 smiles="C[C@H]1CN(C)C1=O"
C 1.9684 -0.5215 0.3597 0.09 -0.08 0.05
C 1.1013 0.5781 -0.2455 0.09 0.19 -0.11
C -0.0215 0.0282 -1.1625 0.00 -0.11 -0.21
N -0.9243 0.1873 -0.0276 -0.01 0.12 0.10
C -2.2473 -0.2910 0.2499 -0.18 -0.02 0.04
C -0.0471 0.9266 0.7170 -0.02 0.04 0.28
O -0.1732 1.5474 1.7465 0.04 -0.32 -0.30
H 1.3499 -1.2299 0.9288 0.11 0.13 -0.20
H 2.7039 -0.1062 1.0526 -0.08 -0.01 -0.08
H 2.4983 -1.0791 -0.4186 0.00 0.10 0.09
H 1.6896 1.4109 -0.6409 -0.11 -0.11 0.08
H -0.2879 0.6876 -1.9995 0.12 -0.14 0.09
H 0.1119 -0.9953 -1.5356 -0.06 0.10 0.21
H -2.3755 -0.2939 1.3358 -0.07 0.04 -0.15
H -3.0311 0.3285 -0.2007 0.08 -0.06 0.04
H -2.3534 -1.3183 -0.1167 0.01 0.15 0.05

2.
19
Properties=species:S:1:pos:R:3:forces:R:3 method="wB97M-V/def2-TZVPD" e_above_lowest_ev=4.874
C 2.3986 -0.9984 -0.9193 0.20 1.04 -1.27
C -0.0729 0.1972 -0.3153 0.62 -1.09 -1.01
C 1.9713 -0.1571 -0.0272 -4.44 0.67 1.55
C -1.4178 -0.1022 -0.1159 3.78 1.11 1.08
C 2.5732 0.8012 0.9567 1.11 -3.05 0.66
C -1.8501 -0.9587 1.0024 -0.47 -1.84 -1.58
C -2.5328 0.6833 -0.7572 -1.38 -0.44 0.07
H 3.4324 -1.0196 -1.1807 0.94 -0.38 0.30
H 1.7641 -1.1790 -1.7630 -0.54 -0.97 -0.02
H 0.1749 0.6149 -1.2746 -0.27 1.01 -0.23
H 2.1189 1.7028 0.7557 -0.50 2.39 -0.58
H 3.6967 0.7771 0.7764 -1.33 0.37 0.58
H 2.2711 0.5889 2.0257 0.64 -0.13 -1.13
H -0.9983 -1.4955 1.4491 -0.60 -0.10 -0.24
H -2.6617 -1.6296 0.4907 1.36 0.72 1.63
H -2.2711 -0.3072 1.7136 -1.03 0.43 1.24
H -2.3212 0.7410 -1.8098 0.23 1.07 -0.49
H -2.7800 1.6667 -0.2102 0.60 -1.43 -1.11
H -3.4953 0.0744 -0.7972 1.06 0.61 0.56

3.
26
Properties=species:S:1:pos:R:3:forces:R:3 method="wB97M-V/def2-TZVPD" e_above_lowest_ev=1.479 smiles="C=CC(C)(C)C[C@H](C)N"
C 2.8579 0.3666 1.2613 -0.39 0.08 0.08
C 2.4367 0.0387 0.0517 -2.03 -1.53 -1.06
C 0.7898 -0.4294 -0.3992 4.34 0.77 0.70
C 0.6396 -1.8882 0.0011 0.19 -0.79 0.29
C 0.6774 -0.2345 -1.9046 0.07 -0.02 0.24
C 0.0010 0.5119 0.4124 -4.32 0.35 -0.91
C -1.6704 0.5124 -0.0763 2.41 0.59 0.92
C -2.2772 1.7628 0.5410 -0.13 -0.28 -0.12
N -2.3556 -0.6694 0.3702 0.58 0.35 0.25
H 3.9075 0.4981 1.4975 0.00 0.09 -0.19
H 2.1749 0.5098 2.0897 -0.08 -0.03 0.05
H 3.1781 -0.1286 -0.7263 -0.09 0.05 -0.16
H -0.3228 -2.1313 0.4405 -0.28 0.23 -0.08
H 0.7999 -2.5917 -0.8168 0.02 0.18 -0.25
H 1.3603 -2.1872 0.7606 0.10 0.20 0.10
H 0.7134 0.8212 -2.1677 0.01 0.08 -0.07
H -0.2533 -0.6565 -2.2831 -0.09 0.00 -0.03
H 1.4930 -0.7537 -2.4074 0.04 0.02 -0.04
H 0.3375 1.5401 0.2964 0.09 0.01 0.01
H -0.0349 0.2295 1.4618 0.05 0.07 0.11
H -1.7270 0.6023 -1.1695 0.29 0.05 0.17
H -1.7420 2.6536 0.2183 0.01 0.02 0.03
H -3.3249 1.8716 0.2516 -0.04 0.02 -0.01
H -2.2331 1.6983 1.6281 0.04 0.06 0.11
H -2.2354 -1.4640 -0.2443 -0.84 0.13 0.48
H -3.1900 -0.4825 0.9130 0.05 -0.68 -0.62

Number 1: gap between HOMO and LUMO 10.22 eV, HOMO level -9.322 eV. Number 2: gap between HOMO and LUMO 9.49 eV, HOMO level -8.511 eV. Number 3: gap between HOMO and LUMO 9.25 eV, HOMO level -8.296 eV.